Record 1
Density functional theory data (wB97M-V/def2-TZVPD) for a 2-piece molecular cluster, C4H12 overall at a distorted geometry.

Bonds (Å) are listed after each position.
Geometry (Å):
1 C 0.479 2.146 1.304  C2 1.574, H3 1.140, H4 1.109, H5 1.150
2 C 0.890 0.731 1.858  C1 1.574, H6 1.101, H7 1.117, H8 1.222
3 H 0.921 2.424 0.290  C1 1.140
4 H -0.629 2.112 1.332  C1 1.109
5 H 0.830 3.071 1.891  C1 1.150
6 H 0.108 -0.024 1.681  C2 1.101
7 H 0.762 0.952 2.945  C2 1.117
8 H 1.998 0.481 1.408  C2 1.222
9 C -0.767 -2.236 -1.357  C10 1.530, H11 1.198, H12 1.105, H13 1.078
10 C -0.558 -0.800 -1.845  C9 1.530, H14 1.220, H15 1.058, H16 1.179
11 H -0.576 -2.534 -0.213  C9 1.198
12 H -1.736 -2.589 -1.753  C9 1.105
13 H 0.035 -2.845 -1.742  C9 1.078
14 H -1.627 -0.214 -1.807  C10 1.220
15 H -0.119 -0.686 -2.801  C10 1.058
16 H -0.011 0.013 -1.190  C10 1.179

Output
**Total charge**: -1
**E**: -159.46744 a.u.
**<S²>**: 0.75
**ΔE to the lowest compared entry with this formula, charge and spin**: 39.4 kcal per mole
**Spin multiplicity**: 2
**Frontier orbital gap (spin up / spin down)**: 2.744 / 11.346 eV
**LUMO energy (spin up / spin down)**: 0.1550 / 0.1549 Ha
**Molecular weight**: 60.14 g mol⁻¹
**HOMO level (spin up / spin down)**: 1.5 / -7.1 eV

The Löwdin scheme yields these atomic charges, measured in e: -0.44 -0.36 0.02 0.01 0.03 0.01 0.02 0.07 -0.30 -0.33 0.08 0.04 0.02 0.07 0.00 0.06

---

Record 2
Density functional theory data (wB97M-V/def2-TZVPD) for a 2-piece molecular cluster, C4H12 overall at a distorted geometry.

Bonds (Å) are listed after each position.
Geometry (Å):
1 C -0.646 -0.304 -2.144  C2 1.522, H3 1.090, H4 1.095, H5 1.091
2 C -0.065 1.077 -1.874  C1 1.522, H6 1.099, H7 1.099, H8 1.086
3 H -1.332 -0.313 -2.992  C1 1.090
4 H 0.169 -1.015 -2.317  C1 1.095
5 H -1.150 -0.703 -1.263  C1 1.091
6 H 0.588 1.416 -2.690  C2 1.099
7 H -0.766 1.915 -1.993  C2 1.099
8 H 0.324 1.135 -0.861  C2 1.086
9 C 0.701 -0.876 1.488  C10 1.505, H11 1.103, H12 1.085, H13 1.096
10 C 0.086 0.030 2.521  C9 1.505, H14 1.105, H15 1.090, H16 1.104
11 H -0.093 -1.492 1.033  C9 1.103
12 H 1.242 -0.299 0.746  C9 1.085
13 H 1.216 -1.736 1.931  C9 1.096
14 H 0.758 0.642 3.150  C10 1.105
15 H -0.647 -0.391 3.209  C10 1.090
16 H -0.384 0.913 2.055  C10 1.104

Output
**Total charge**: -1
**E**: -159.50890 a.u.
**<S²>**: 0.75
**ΔE to the lowest compared entry with this formula, charge and spin**: 13.3 kcal per mole
**Spin multiplicity**: 2
**Frontier orbital gap (spin up / spin down)**: 2.841 / 11.650 eV
**LUMO energy (spin up / spin down)**: 0.1615 / 0.1639 Ha
**Molecular weight**: 60.14 g mol⁻¹
**HOMO level (spin up / spin down)**: 1.6 / -7.2 eV

The Löwdin scheme yields these atomic charges, measured in e: -0.28 -0.33 0.04 0.04 0.03 0.04 0.03 0.02 -0.37 -0.39 0.03 0.03 0.02 0.03 0.03 0.02

---

Record 3
Density functional theory data (wB97M-V/def2-TZVPD) for a 2-piece molecular cluster, C4H12 overall at a distorted geometry.

Bonds (Å) are listed after each position.
Geometry (Å):
1 C 0.003 2.134 1.781  C2 1.531, H3 1.104, H4 1.025, H5 1.169
2 C -0.686 1.210 0.773  C1 1.531, H6 1.144, H7 1.081, H8 1.117
3 H 0.961 1.727 2.150  C1 1.104
4 H 0.203 3.110 1.542  C1 1.025
5 H -0.683 2.249 2.721  C1 1.169
6 H -1.509 1.865 0.322  C2 1.144
7 H -1.035 0.326 1.289  C2 1.081
8 H 0.126 0.849 0.097  C2 1.117
9 C 0.984 -1.477 -1.538  C10 1.464, H11 1.010, H12 1.184, H13 1.108
10 C -0.341 -1.880 -1.063  C9 1.464, H14 1.090, H15 1.113, H16 1.043
11 H 1.522 -2.157 -2.055  C9 1.010
12 H 0.940 -0.647 -2.382  C9 1.184
13 H 1.695 -1.062 -0.797  C9 1.108
14 H -0.869 -1.397 -0.241  C10 1.090
15 H -0.291 -2.945 -0.745  C10 1.113
16 H -1.021 -1.908 -1.853  C10 1.043

Output
**Total charge**: -1
**E**: -159.48998 a.u.
**<S²>**: 0.75
**ΔE to the lowest compared entry with this formula, charge and spin**: 25.2 kcal per mole
**Spin multiplicity**: 2
**Frontier orbital gap (spin up / spin down)**: 2.658 / 11.936 eV
**LUMO energy (spin up / spin down)**: 0.1553 / 0.1658 Ha
**Molecular weight**: 60.14 g mol⁻¹
**HOMO level (spin up / spin down)**: 1.6 / -7.4 eV

The Löwdin scheme yields these atomic charges, measured in e: -0.36 -0.29 0.03 -0.01 0.07 0.07 0.02 0.04 -0.44 -0.29 -0.03 0.06 0.02 0.04 0.06 0.02

---

Record 4
Density functional theory data (wB97M-V/def2-TZVPD) for a 2-piece molecular cluster, C4H12 overall at a distorted geometry.

Bonds (Å) are listed after each position.
Geometry (Å):
1 C 2.659 0.079 0.440  C2 1.524, H3 1.096, H4 1.101, H5 1.077
2 C 1.753 0.251 -0.772  C1 1.524, H6 1.092, H7 1.094, H8 1.082
3 H 2.716 0.980 1.063  C1 1.096
4 H 2.178 -0.564 1.193  C1 1.101
5 H 3.625 -0.328 0.194  C1 1.077
6 H 2.349 0.545 -1.639  C2 1.092
7 H 1.324 -0.715 -1.054  C2 1.094
8 H 0.926 0.936 -0.635  C2 1.082
9 C -1.804 -0.716 -0.261  C10 1.548, H11 1.081, H12 1.083, H13 1.089
10 C -2.515 0.361 0.595  C9 1.548, H14 1.087, H15 1.096, H16 1.094
11 H -1.219 -1.354 0.386  C9 1.081
12 H -2.540 -1.249 -0.851  C9 1.083
13 H -1.210 -0.205 -1.018  C9 1.089
14 H -2.300 0.310 1.659  C10 1.087
15 H -3.602 0.295 0.473  C10 1.096
16 H -2.341 1.375 0.226  C10 1.094

Output
**Total charge**: 0
**SMILES**: CC.CC
**E**: -159.57128 a.u.
**ΔE to the lowest compared entry with this formula, charge and spin**: 8.6 kcal per mole
**Frontier orbital gap**: 12.572 eV
**LUMO energy**: 0.0426 Ha
**Molecular weight**: 60.14 g mol⁻¹
**HOMO level**: -11.4 eV

The Löwdin scheme yields these atomic charges, measured in e: -0.17 -0.18 0.06 0.06 0.06 0.06 0.06 0.05 -0.16 -0.17 0.06 0.06 0.04 0.06 0.06 0.06

---

Record 5
Density functional theory data (wB97M-V/def2-TZVPD) for a 2-piece molecular cluster, C4H12 overall at a distorted geometry.

Bonds (Å) are listed after each position.
Geometry (Å):
1 C 1.329 -2.435 0.779  C2 1.548, H3 1.085, H4 1.093, H5 1.087
2 C 0.036 -1.671 1.150  C1 1.548, H6 1.086, H7 1.088, H8 1.085
3 H 1.904 -2.686 1.664  C1 1.085
4 H 1.087 -3.396 0.319  C1 1.093
5 H 1.829 -1.869 -0.004  C1 1.087
6 H -0.252 -1.864 2.180  C2 1.086
7 H 0.163 -0.594 1.056  C2 1.088
8 H -0.741 -1.971 0.455  C2 1.085
9 C -1.125 2.049 -0.344  C10 1.518, H11 1.094, H12 1.085, H13 1.088
10 C -0.249 2.053 -1.584  C9 1.518, H14 1.092, H15 1.087, H16 1.093
11 H -0.680 2.668 0.440  C9 1.094
12 H -2.107 2.477 -0.520  C9 1.085
13 H -1.224 1.056 0.087  C9 1.088
14 H -0.833 1.924 -2.498  C10 1.092
15 H 0.507 1.277 -1.488  C10 1.087
16 H 0.221 3.021 -1.773  C10 1.093

Output
**Total charge**: 0
**SMILES**: CC.CC
**E**: -159.57587 a.u.
**ΔE to the lowest compared entry with this formula, charge and spin**: 5.7 kcal per mole
**Frontier orbital gap**: 12.781 eV
**LUMO energy**: 0.0415 Ha
**Molecular weight**: 60.14 g mol⁻¹
**HOMO level**: -11.7 eV

The Löwdin scheme yields these atomic charges, measured in e: -0.16 -0.16 0.06 0.06 0.06 0.06 0.04 0.06 -0.17 -0.17 0.06 0.06 0.04 0.06 0.06 0.06

---

Record 6
Density functional theory data (wB97M-V/def2-TZVPD) for a 2-piece molecular cluster, C4H12 overall at a distorted geometry.

Bonds (Å) are listed after each position.
Geometry (Å):
1 C -1.516 0.782 1.008  C2 1.584, H3 1.148, H4 1.087, H5 1.112
2 C -1.882 1.195 -0.476  C1 1.584, H6 1.143, H7 1.106, H8 1.061
3 H -2.156 -0.085 1.402  C1 1.148
4 H -0.493 0.422 1.067  C1 1.087
5 H -1.574 1.788 1.481  C1 1.112
6 H -1.225 2.071 -0.803  C2 1.143
7 H -2.980 1.331 -0.477  C2 1.106
8 H -1.812 0.338 -1.098  C2 1.061
9 C 1.618 -1.534 0.258  C10 1.518, H11 1.033, H12 1.143, H13 1.115
10 C 1.832 -0.399 -0.728  C9 1.518, H14 1.182, H15 1.177, H16 1.133
11 H 1.997 -1.506 1.218  C9 1.033
12 H 0.502 -1.762 0.357  C9 1.143
13 H 2.083 -2.410 -0.250  C9 1.115
14 H 1.773 -0.751 -1.855  C10 1.182
15 H 2.841 0.168 -0.514  C10 1.177
16 H 0.993 0.350 -0.589  C10 1.133

Output
**Total charge**: 0
**SMILES**: CC.CC
**E**: -159.54751 a.u.
**ΔE to the lowest compared entry with this formula, charge and spin**: 23.5 kcal per mole
**Frontier orbital gap**: 12.596 eV
**LUMO energy**: 0.0414 Ha
**Molecular weight**: 60.14 g mol⁻¹
**HOMO level**: -11.5 eV

The Löwdin scheme yields these atomic charges, measured in e: -0.17 -0.18 0.09 0.01 0.06 0.09 0.06 0.03 -0.20 -0.20 0.03 0.08 0.07 0.10 0.09 0.04

---

What is the formula in the first record?
C4H12